The following is a DFT calculation (ωB97M-V/def2-TZVPD) of a structure of composition C4H6O2.

Computed properties:
F_max ... 0.00795 hartree/bohr
Energy above the lowest of the compared OMol25 structures with the same formula, charge and spin ... 312.7 kJ/mol
Total energy ... -306.38718 a.u.
Frontier orbital gap ... 9.45 eV

The geometry in XYZ format:
```
12
Properties=species:S:1:pos:R:3:lowdin_charge:R:1
C 1.598 0.388 -0.676 0.012
C 0.406 0.417 0.214 -0.427
O 0.033 1.478 0.819 0.053
C -0.469 -0.653 0.592 -0.095
C -1.831 -0.579 0.015 -0.319
O -2.512 -1.550 -0.230 0.020
H 1.483 -0.363 -1.461 0.094
H 2.464 0.109 -0.064 0.104
H 1.791 1.375 -1.103 0.096
H -0.089 -1.671 0.649 0.117
H -0.654 0.597 1.399 0.220
H -2.220 0.450 -0.153 0.126
```